Entry 1:
# C39H31BaF7N2O6Te

C39H31BaF7N2O6Te as an isolated structure (ωB97M-V/def2-TZVPD, the OMol25 dataset).

XYZ file:
```
87
Properties=species:S:1:pos:R:3:forces:R:3:mulliken_charge:R:1
Ba 0.405380 2.764741 -0.148708 0.4 -0.6 -0.4 1.713
C -2.933867 -1.433250 5.487972 0.0 0.0 0.0 -1.599
C -2.081669 -0.737407 4.460990 0.1 0.1 -0.1 0.021
C -1.122514 0.198479 4.815279 -0.1 0.0 0.0 -0.471
C -0.329799 0.846245 3.871551 0.0 0.1 0.2 0.365
C 0.531225 1.973672 4.281432 0.0 -0.1 -0.1 -0.282
O 0.671541 2.980929 3.610067 0.0 0.0 0.1 -0.652
C 1.255738 1.891213 5.606585 0.0 0.0 -0.1 0.447
C 1.715071 0.684859 6.120840 0.0 -0.1 0.0 -0.116
C 2.439478 0.657588 7.303811 0.0 0.0 0.0 -0.726
C 2.696919 1.836894 7.988319 0.0 0.0 0.0 -0.328
C 2.241256 3.045872 7.477200 0.0 0.0 0.0 -0.530
C 1.533536 3.071830 6.286520 0.0 0.0 0.0 -0.423
C -0.417082 0.524456 2.477079 0.0 0.0 0.1 0.150
O 0.422196 0.976777 1.652543 0.1 0.2 0.0 -1.003
C -1.496913 -0.357199 2.110496 -0.2 -0.2 -0.3 1.270
C -2.254241 -0.972968 3.094314 0.0 0.1 0.1 -0.488
C -1.820556 -0.592491 0.680499 0.1 0.1 0.1 -0.784
N -1.354705 0.169799 -0.226132 0.0 0.4 -0.1 0.159
C -1.580469 -0.127720 -1.632562 -0.1 -0.1 0.0 -0.591
C -0.347722 -0.845174 -2.161097 0.0 0.1 0.0 -0.289
Te -0.525143 -1.241324 -4.239457 0.1 -0.2 0.0 0.164
C -1.057285 -3.306462 -3.764353 -0.1 0.2 -0.1 -0.233
C -2.338461 -3.790823 -4.018911 0.0 0.0 0.0 -0.143
C -2.680471 -5.111679 -3.752803 0.0 0.0 0.0 -0.455
C -1.741121 -5.979493 -3.216285 0.0 0.0 0.0 -0.497
C -0.461438 -5.513318 -2.943211 0.0 0.0 0.0 -0.533
C -0.128527 -4.194206 -3.219455 0.1 0.0 0.0 -0.224
C -2.719565 -1.746609 0.329470 0.1 -0.1 0.1 -0.774
C -4.093923 -1.567887 0.219510 0.0 0.0 0.0 0.337
C -4.908474 -2.620108 -0.172352 0.0 0.0 0.0 -0.911
C -4.353897 -3.858321 -0.464955 0.0 0.0 0.0 -0.280
C -2.983373 -4.042963 -0.354538 0.0 0.0 0.0 -0.953
C -2.172409 -2.992934 0.047830 0.0 0.0 0.1 0.662
H -2.657564 -1.112839 6.494082 0.0 0.0 0.0 0.365
H -2.815338 -2.519325 5.440208 0.0 0.0 0.0 0.311
H -3.996292 -1.215601 5.348410 0.0 0.0 0.0 0.334
H -1.007214 0.462042 5.863120 0.0 0.0 0.0 0.413
H 1.515506 -0.231272 5.579537 0.0 0.0 0.0 0.444
H 2.807527 -0.285931 7.688009 0.0 0.0 0.0 0.362
H 3.259378 1.815594 8.914170 0.0 0.0 0.0 0.363
H 2.446690 3.970173 8.003516 0.0 0.0 0.0 0.370
H 1.196727 4.006190 5.856064 0.0 0.0 0.0 0.422
H -3.032684 -1.660556 2.782924 0.0 0.0 0.0 0.468
H -1.678709 0.810781 -2.180717 0.0 0.0 0.0 0.651
H -2.479495 -0.729667 -1.813617 0.1 0.0 0.0 -0.015
H -0.179096 -1.791974 -1.649071 0.0 0.0 0.0 0.337
H 0.526178 -0.206411 -2.061355 0.1 -0.1 0.0 -0.077
H -3.083847 -3.115692 -4.425622 0.0 0.0 0.0 0.334
H -3.686281 -5.463337 -3.956796 0.0 0.0 0.0 0.374
H -2.004497 -7.010406 -3.006906 0.0 0.0 0.0 0.357
H 0.279779 -6.183818 -2.521028 0.0 0.0 0.0 0.353
H 0.878917 -3.845032 -3.016148 0.0 0.0 0.0 0.380
H -4.519291 -0.592568 0.425916 0.0 0.0 0.0 0.505
H -5.977269 -2.468998 -0.266320 0.0 0.0 0.0 0.375
H -4.985420 -4.673114 -0.797847 0.0 0.0 0.0 0.377
H -2.541015 -4.996839 -0.611472 0.0 0.0 0.0 0.412
H -1.100895 -3.131867 0.128205 0.0 0.0 0.0 0.407
O -1.910901 3.939884 -1.101182 0.2 0.3 0.3 -0.583
N -1.682297 5.075084 -0.592392 0.0 0.0 -0.1 1.103
O -2.582871 5.884061 -0.433571 0.0 0.1 0.0 -0.645
O -0.491512 5.354654 -0.238061 -0.3 -0.3 0.0 -0.719
F 7.170458 0.883758 -1.556410 -0.1 0.0 0.0 -0.357
C 5.894293 1.342529 -1.319743 0.1 0.0 0.0 0.702
C 4.924607 0.448926 -0.926253 0.0 0.0 0.0 -0.829
C 3.641216 0.943832 -0.688021 0.0 0.0 0.0 0.183
C 3.272924 2.292865 -0.831543 -0.4 0.2 0.2 -1.188
C 4.327970 3.129049 -1.237812 -0.1 -0.1 0.0 -0.223
C 5.627288 2.683174 -1.483368 0.0 0.1 0.0 -0.695
H 5.173203 -0.600831 -0.812503 0.0 0.0 0.0 0.371
H 2.887132 0.222300 -0.373065 0.0 -0.1 0.0 0.283
H 4.139833 4.191002 -1.388075 0.0 0.0 0.0 0.293
H 6.420249 3.352982 -1.799798 0.0 0.0 0.0 0.357
C 2.441609 1.581455 -4.245027 -0.1 0.0 0.0 -1.418
C 0.994308 1.897839 -4.663023 0.0 0.0 -0.1 1.283
O 0.064487 1.211651 -3.981268 -0.1 0.0 0.1 -0.815
C 0.871288 1.612599 -6.186115 0.0 -0.1 -0.1 0.545
F 1.241710 0.336603 -6.453018 0.0 0.3 -0.1 -0.228
F 1.667235 2.403525 -6.957057 -0.1 -0.1 0.0 -0.303
F -0.378474 1.754222 -6.662047 0.2 -0.1 0.0 -0.274
C 0.750154 3.416313 -4.453260 0.1 0.1 0.3 0.308
F 0.735592 3.704429 -3.119721 0.0 -0.1 -0.4 -0.091
F -0.421971 3.838958 -4.953128 0.2 0.0 0.1 -0.276
F 1.716300 4.211932 -4.984097 -0.2 -0.1 0.1 -0.302
H 2.559415 0.499230 -4.286795 0.0 0.0 0.0 0.390
H 2.587235 1.906594 -3.214422 0.0 0.0 -0.1 0.039
H 3.185033 2.060849 -4.883994 0.0 0.0 0.0 0.464
```
Positions in Å, forces in eV/Å.

Summary:
- ΔE to the lowest compared entry with this formula, charge and spin (kJ/mol) = 1.8
- energy (Eh) = -3058.3474
- charge = -2
- HOMO-LUMO gap (hartree) = 0.232

=====

Entry 2:
# C39H31BrN4O4W

C39H31BrN4O4W as an isolated structure (ωB97M-V/def2-TZVPD, the OMol25 dataset).

XYZ file:
```
80
Properties=species:S:1:pos:R:3:forces:R:3:mulliken_charge:R:1
W -0.044370 0.372358 -0.223970 0.4 0.1 0.2 0.439
C 2.074417 -0.122001 -3.139263 -0.1 -0.1 0.0 -1.530
C 1.561511 1.233972 -3.567523 0.0 0.1 0.0 1.144
C 2.197977 1.802447 -4.671467 0.0 0.0 0.0 -1.480
C 1.874354 3.062073 -5.133753 0.0 0.0 0.0 -1.036
C 0.898840 3.804050 -4.487944 0.0 0.0 0.0 -1.027
C 0.221673 3.287658 -3.395065 0.0 0.0 -0.1 1.086
C -0.822759 4.129464 -2.707986 0.0 0.0 0.0 -1.359
C 0.550344 1.992329 -2.959580 -0.1 -0.2 0.0 0.811
N -0.255407 1.548613 -1.830029 -0.3 0.5 -0.4 1.228
C -1.573571 1.413738 -2.012251 0.1 -0.3 0.0 0.050
O -2.040224 0.854399 -3.122933 0.0 0.0 0.1 -0.451
C -2.474827 1.725479 -0.874452 -0.2 -0.1 0.0 0.504
C -3.715582 2.318120 -0.723571 0.1 0.1 0.1 -1.238
C -4.013290 2.765828 0.568954 0.0 0.0 0.0 -0.449
C -3.088941 2.705600 1.623495 0.1 0.0 0.0 -1.061
C -1.892159 2.067809 1.372348 -0.2 -0.1 0.0 0.288
N -1.733900 1.490550 0.195877 0.0 0.1 -0.1 0.262
C -0.545293 2.047159 2.074069 -0.2 0.0 0.3 0.066
O -0.446239 2.153488 3.263465 0.2 0.1 -0.2 -0.519
N 0.475566 1.904497 1.097405 0.1 -0.5 0.0 0.932
C 1.752195 2.495574 1.416017 0.0 0.2 -0.1 1.035
C 2.914954 1.993854 0.812375 0.0 0.0 0.0 0.113
C 2.892766 1.294906 -0.511957 0.0 -0.1 0.2 -1.328
C 4.160053 2.357661 1.303728 0.0 0.0 0.0 -0.908
C 4.269734 3.293129 2.315441 0.0 0.0 0.0 -1.059
C 3.133183 3.971625 2.713047 0.0 0.0 0.0 -0.723
C 1.867092 3.634824 2.244447 0.0 -0.1 -0.1 0.220
C 0.763567 4.623788 2.522422 -0.1 -0.2 0.0 -1.701
H 2.162415 -0.772493 -4.010557 0.0 0.0 0.0 0.603
H 1.477491 -0.633593 -2.387534 0.0 0.0 -0.1 -0.006
H 3.075166 -0.032235 -2.716899 0.0 0.0 -0.1 0.504
H 2.975379 1.233512 -5.165737 0.0 0.0 0.0 0.533
H 2.392516 3.473591 -5.988987 0.0 0.0 0.0 0.466
H 0.662512 4.802806 -4.830316 0.0 0.0 0.0 0.501
H -0.667373 5.178579 -2.950442 0.0 0.0 0.0 0.562
H -0.782137 4.033371 -1.621250 0.0 0.0 0.0 0.090
H -1.833137 3.873640 -3.040850 0.0 0.0 0.0 0.286
H -4.390053 2.483603 -1.550684 0.0 0.0 0.0 0.640
H -4.965496 3.250463 0.740040 0.0 0.0 0.0 0.489
H -3.280825 3.179625 2.575333 0.0 0.0 0.0 0.627
H 1.874254 1.152719 -0.919410 -0.1 0.0 0.0 -0.119
H 3.393059 0.329436 -0.530838 0.0 0.0 0.0 0.409
H 3.344014 1.945776 -1.265211 0.0 0.0 0.0 0.795
H 5.047249 1.938779 0.845154 0.0 0.0 0.0 0.520
H 5.238222 3.566781 2.709632 0.0 0.0 0.0 0.443
H 3.221277 4.821001 3.378582 0.0 0.0 0.0 0.490
H -0.029311 4.581152 1.772282 0.0 0.0 0.0 0.193
H 1.188588 5.625660 2.475834 0.0 0.0 0.0 0.582
H 0.308428 4.493385 3.501785 0.0 0.0 0.1 0.345
O 3.255406 -1.798118 0.485819 0.1 0.0 0.0 -0.589
C 2.205695 -1.412466 0.896075 -0.1 -0.1 -0.2 -0.097
O 1.227800 -1.048533 -0.002008 -0.2 -0.1 0.4 0.034
C 1.846527 -1.321600 2.342170 0.0 0.0 0.0 0.832
C 2.767118 -1.771466 3.273880 0.0 0.0 0.0 -1.072
C 2.412975 -1.726580 4.613239 0.0 0.0 0.0 -0.466
C 1.160145 -1.247004 4.951361 0.0 0.0 0.0 -0.940
C 0.315135 -0.803812 3.943959 0.0 0.1 -0.1 -0.168
N 0.650366 -0.828381 2.654767 0.0 0.1 0.0 0.337
H 3.724785 -2.144332 2.940538 0.0 0.0 0.0 0.557
H 3.099506 -2.066005 5.376518 0.0 0.0 0.0 0.484
H 0.833341 -1.208166 5.980698 0.0 0.0 0.0 0.450
H -0.663747 -0.414844 4.191365 0.0 0.1 0.0 0.481
Br -1.606646 -1.943793 0.980243 0.1 0.3 0.1 0.158
C -1.411792 -3.043614 -0.526923 0.0 0.0 -0.2 0.544
C -1.466286 -4.396283 -0.403354 0.0 0.0 0.0 -0.842
C -1.516611 -5.166011 -1.582418 0.0 0.0 0.0 -0.548
C -1.633976 -4.582317 -2.825412 0.0 0.1 0.0 -1.057
C -1.629458 -3.192808 -2.953266 0.0 -0.1 0.0 0.802
C -1.983922 -2.566548 -4.207724 0.0 0.1 0.0 -0.877
C -2.015852 -1.236586 -4.306523 0.0 -0.1 0.0 -1.223
C -1.373019 -0.434287 -3.249068 0.2 0.0 0.0 1.314
C -1.100493 -1.025583 -1.880385 0.4 0.0 0.0 0.201
C -1.369898 -2.386390 -1.793779 -0.1 0.0 0.1 0.109
H -1.508852 -4.876107 0.563893 0.0 0.0 0.0 0.506
H -1.534178 -6.244696 -1.495688 0.0 0.0 0.0 0.433
H -1.771950 -5.198973 -3.702951 0.0 0.0 0.0 0.467
H -2.314701 -3.201037 -5.018666 0.0 0.0 0.0 0.508
H -2.386551 -0.718689 -5.181209 0.0 0.0 0.0 0.529
H -0.351227 -0.270859 -3.640958 0.0 0.1 0.0 -0.130
```
Positions in Å, forces in eV/Å.

Summary:
- ΔE to the lowest compared entry with this formula, charge and spin (kJ/mol) = 63.8
- energy (Eh) = -4665.2283
- charge = +2
- HOMO-LUMO gap (spin up / spin down) (hartree) = 0.192 / 0.194

=====

Entry 3:
# C39H31F10N4OPS2Sc

C39H31F10N4OPS2Sc as an isolated structure (ωB97M-V/def2-TZVPD, the OMol25 dataset).

XYZ file:
```
89
Properties=species:S:1:pos:R:3:forces:R:3:lowdin_spin:R:1
Sc -1.122077 -0.355884 -0.355629 0.0 0.2 0.5 0.000
C -0.363423 4.292116 -0.311019 0.0 0.0 0.0 0.000
C -1.080968 2.965838 -0.232722 0.0 0.1 -0.1 0.000
N -0.458542 1.885442 0.086366 0.1 -0.4 0.2 0.001
N 0.850929 2.024053 0.542524 0.1 0.0 0.1 0.010
C 1.194843 1.089247 1.368252 -0.1 0.1 -0.2 0.002
S 0.279471 -0.229225 1.958972 0.0 0.0 -0.2 0.002
S 2.901313 1.124907 1.905585 0.0 0.0 0.1 0.001
C 3.204511 2.911202 2.072099 0.1 -0.1 0.0 0.000
C 2.629349 3.464783 3.346682 0.0 0.0 0.0 0.000
C 1.443994 4.189673 3.346395 0.0 0.0 0.0 0.000
C 0.906024 4.670760 4.534392 0.0 0.0 0.0 0.000
C 1.551349 4.437172 5.739587 0.0 0.0 0.0 0.000
C 2.737322 3.711338 5.750154 0.0 0.0 0.0 0.000
C 3.265417 3.227528 4.564085 0.0 0.0 0.0 0.000
C -2.522683 2.943305 -0.503341 0.1 0.0 0.0 0.000
C -3.161692 4.112298 -0.943150 0.0 0.0 0.0 0.000
C -4.529122 4.203078 -1.090191 0.0 -0.1 0.0 0.000
C -5.313078 3.089181 -0.768385 0.1 0.0 0.0 0.000
C -4.722297 1.928584 -0.335620 -0.1 0.0 0.0 0.000
C -3.316747 1.796017 -0.218756 -0.1 0.0 0.0 0.000
O -2.824977 0.654715 0.137790 -0.1 0.1 -0.2 0.000
H 0.691076 4.153214 -0.100511 0.0 0.0 0.0 0.000
H -0.469566 4.693431 -1.320933 0.0 0.0 0.0 0.000
H -0.791559 5.018450 0.382482 0.0 0.0 0.0 0.000
H 4.291625 3.012283 2.073232 0.0 0.0 0.0 0.000
H 2.806165 3.410231 1.191387 0.0 0.0 0.0 0.000
H 0.927572 4.353481 2.410028 0.0 0.0 -0.1 0.000
H -0.028230 5.218225 4.515394 0.0 0.0 0.0 0.000
H 1.129107 4.806596 6.666009 0.0 0.0 0.0 0.000
H 3.244129 3.513610 6.687096 0.0 0.0 0.0 0.000
H 4.176175 2.638889 4.575938 0.0 0.0 0.0 0.000
H -2.566235 4.983141 -1.183523 0.0 0.0 0.0 0.000
H -4.982262 5.118356 -1.449773 0.0 0.0 0.0 0.000
H -6.391498 3.136433 -0.874964 0.0 0.0 0.0 0.000
H -5.307775 1.046500 -0.108169 0.0 0.0 0.0 0.000
C 5.837949 -3.812007 0.938150 0.0 0.0 0.0 0.000
C 4.357767 -3.592182 0.769488 0.1 0.0 0.0 0.000
C 3.490458 -3.631916 1.851684 0.0 0.0 0.0 0.000
C 2.137911 -3.383562 1.646745 0.1 0.0 -0.1 0.000
N 1.618936 -3.115182 0.456621 0.0 -0.2 0.0 0.000
C 2.447274 -3.071332 -0.580938 0.0 0.1 0.0 0.000
C 3.811945 -3.302548 -0.474877 0.0 0.0 0.0 0.000
H 6.058756 -4.288109 1.893889 0.0 0.0 0.0 0.000
H 6.371656 -2.859295 0.906436 0.0 0.0 0.0 0.000
H 6.236604 -4.438818 0.138812 0.0 0.0 0.0 0.000
H 3.861284 -3.839613 2.849210 0.0 0.0 0.0 0.000
H 1.441830 -3.377515 2.479240 0.0 0.0 0.0 0.000
H 1.992956 -2.808872 -1.529973 0.0 0.0 0.0 0.000
H 4.443303 -3.245450 -1.354905 0.0 0.0 0.0 0.000
F -1.335631 0.807698 -2.440146 0.0 -0.1 -0.1 0.000
P -2.267913 -0.111001 -3.467240 -0.1 0.0 -0.1 0.000
F -2.586859 -1.055945 -2.146375 0.2 0.0 0.0 0.000
F -0.995239 -1.041872 -3.775149 0.1 0.0 -0.1 0.001
F -3.528341 0.805228 -3.104184 0.0 0.0 0.0 0.000
F -1.882250 0.850245 -4.691102 0.0 0.0 0.0 0.000
F -3.190506 -1.046666 -4.387673 0.0 0.0 0.0 0.000
F 0.535478 -0.741386 -1.222310 0.1 0.0 -0.2 0.001
C 2.472080 1.578743 -1.960526 -0.1 0.1 0.0 0.468
C 2.138717 1.659314 -3.309405 0.0 0.0 -0.1 0.050
C 2.286348 2.875618 -4.034638 0.0 0.0 0.1 0.109
C 2.004269 2.945132 -5.372904 0.0 0.0 -0.1 -0.018
C 1.539756 1.808514 -6.055646 0.0 0.0 0.0 0.126
C 1.333622 0.613866 -5.349718 -0.1 0.0 -0.1 -0.010
C 1.629511 0.535369 -4.012601 0.0 0.0 0.1 0.121
C 1.284154 1.887577 -7.463361 0.0 -0.1 0.1 0.022
N 1.115110 1.953131 -8.601580 0.0 0.0 0.0 0.064
H 2.742644 2.479128 -1.425357 0.1 -0.1 0.0 0.024
H 2.367735 0.657971 -1.405919 -0.1 0.0 0.0 0.022
H 2.637673 3.754307 -3.505776 0.0 0.0 0.0 0.004
H 2.129646 3.872661 -5.917699 0.0 0.0 0.0 -0.004
H 0.905146 -0.236487 -5.862537 0.0 0.0 0.0 -0.003
H 1.412211 -0.360929 -3.447663 0.0 0.0 0.0 0.004
F -4.554725 -8.256126 4.415819 0.0 0.0 0.0 0.000
C -3.420776 -8.305218 3.689260 0.0 0.0 0.0 0.000
F -2.443000 -8.705486 4.539658 0.0 0.0 0.0 0.000
F -3.574397 -9.332651 2.818456 0.0 0.0 0.0 0.000
C -3.100446 -7.017907 3.012426 0.0 0.0 0.0 0.000
C -3.930785 -5.911084 3.128187 0.0 0.0 0.0 0.000
C -3.605987 -4.728782 2.484575 0.0 0.0 0.0 0.000
C -2.443365 -4.620116 1.710380 0.1 0.0 -0.1 0.000
C -1.616383 -5.752203 1.607381 0.0 0.0 0.0 0.000
C -1.940327 -6.931409 2.246923 0.0 0.0 0.0 0.000
C -2.093262 -3.407873 1.053171 -0.2 -0.1 0.1 0.000
C -1.787907 -2.363048 0.500058 0.0 0.1 0.0 0.000
H -4.832065 -5.974936 3.722898 0.0 0.0 0.0 0.000
H -4.248640 -3.863252 2.572345 0.0 0.0 0.0 0.000
H -0.714019 -5.672874 1.015280 0.0 0.0 0.0 0.000
H -1.291521 -7.794956 2.158415 0.0 0.0 0.0 0.000
```
Positions in Å, forces in eV/Å.

Summary:
- ΔE to the lowest compared entry with this formula, charge and spin (kJ/mol) = 68.8
- energy (Eh) = -4696.6018
- charge = -2
- 2S+1 = 2
- HOMO-LUMO gap (spin up / spin down) (hartree) = 0.241 / 0.227